(1)
Molecular formula: C3H7N2O
Method: DFT, the ωB97M-V functional and the def2-TZVPD basis

orbital gap	11.09	eV
relative energy (zero: lowest compared OMol25 entry of this formula, charge and spin)	0.369	eV

```
! RIJCOSX wB97M-V def2-TZVPD def2/J DEFGRID3
* xyz 1 1
C -1.153 0.745 1.044
C 0.141 0.887 1.574
N 0.931 0.004 0.885
C 0.174 -0.795 0.162
N -1.088 -0.368 0.243
H -2.085 1.211 1.313
H 0.548 1.661 2.242
H 1.933 0.082 0.928
H 0.445 -1.677 -0.366
H -1.927 -0.754 -0.191
H 0.098 0.130 -2.831
H 1.273 -0.838 -2.786
O 0.710 -0.290 -2.215
*
```

Here are the Löwdin charges for atoms 1 to 5, given in e: atom 1 (C): -0.009, atom 2 (C): -0.012, atom 3 (N): 0.120, atom 4 (C): -0.100, atom 5 (N): 0.110

---

(2)
Molecular formula: C16H18BBrCa2ClFIKMgN3O8PS2
Method: DFT, the ωB97M-V functional and the def2-TZVPD basis

orbital gap	1.52	eV
relative energy (zero: lowest compared OMol25 entry of this formula, charge and spin)	0.000	eV

```
! RIJCOSX wB97M-V def2-TZVPD def2/J DEFGRID3
* xyz 2 1
O 2.126 -0.939 1.453
P 3.474 -1.833 1.713
I 4.949 -1.398 -0.146
B 2.794 -3.669 1.438
S 1.303 -3.740 2.637
C 2.440 -3.922 -0.129
C 1.542 -5.081 -0.505
S 0.321 -4.633 -1.737
C -0.770 -3.725 -0.866
N -1.680 -2.987 -1.321
N -2.243 -2.428 -0.244
C -1.699 -2.848 0.776
O -0.728 -3.723 0.456
H 2.069 -0.685 0.536
H 3.886 -4.518 1.836
H 0.899 -4.974 2.630
H 3.364 -4.123 -0.605
H 2.081 -3.018 -0.553
H 1.097 -5.611 0.316
H 2.113 -5.804 -1.017
H -1.896 -2.590 1.761
F 0.115 0.808 -4.218
C -1.007 1.005 -3.549
C -1.457 0.017 -2.697
C -2.630 0.233 -1.994
C -3.309 1.426 -2.170
C -2.848 2.427 -3.040
C -1.679 2.202 -3.733
H -0.900 -0.901 -2.582
H -2.993 -0.528 -1.315
H -4.223 1.550 -1.630
H -3.387 3.366 -3.187
H -1.278 2.941 -4.411
K 0.934 -6.518 3.142
Ca -4.473 3.130 -0.686
Cl -5.952 1.758 -3.593
C -0.136 4.979 2.874
C -1.079 4.602 2.017
C -1.949 5.592 1.360
O -2.830 5.241 0.561
C -1.759 7.013 1.664
C -0.821 7.409 2.519
C 0.072 6.426 3.196
O 0.923 6.777 3.966
H 0.519 4.273 3.371
H -1.246 3.561 1.765
H -2.417 7.711 1.160
H -0.657 8.485 2.765
Br -6.414 0.606 -0.921
O 4.507 -4.541 1.308
H 5.423 -4.227 1.605
Ca -8.685 1.882 -1.037
N 6.459 -4.258 -1.075
O 5.430 -4.714 -1.545
O 6.482 -3.869 0.183
O 7.494 -4.098 -1.685
Mg 0.327 10.485 3.184
*
```

Here are the Löwdin charges for atoms 1 to 5, given in e: atom 1 (O): -0.447, atom 2 (P): 0.436, atom 3 (I): 0.712, atom 4 (B): -0.919, atom 5 (S): 0.766

---

(3)
Molecular formula: BeFH14O7
Method: DFT, the ωB97M-V functional and the def2-TZVPD basis

orbital gap	8.78	eV
relative energy (zero: lowest compared OMol25 entry of this formula, charge and spin)	1.064	eV

```
! RIJCOSX wB97M-V def2-TZVPD def2/J DEFGRID3
* xyz 1 1
Be -0.881 -0.458 0.377
F 0.380 -0.003 -0.355
O 0.841 0.647 2.436
H 0.963 -0.219 2.905
H 0.284 1.191 3.058
O -1.701 0.789 1.207
H -2.079 1.674 0.935
H -1.754 0.764 2.174
O 2.881 -0.727 -0.580
H 2.799 -1.275 -1.349
H 1.952 -0.434 -0.436
O 0.468 0.041 -2.940
H 0.329 0.255 -1.987
H 0.614 0.960 -3.261
O 1.059 2.427 -1.083
H 1.927 2.419 -1.395
H 0.725 1.534 -0.886
O -2.045 -0.868 -0.843
H -3.001 -1.034 -0.721
H -1.834 -0.942 -1.765
O -0.610 -1.853 1.317
H 0.062 -2.559 1.538
H -1.369 -2.335 1.655
*
```

Here are the Löwdin charges for atoms 1 to 5, given in e: atom 1 (Be): 0.175, atom 2 (F): -0.260, atom 3 (O): -0.065, atom 4 (H): 0.069, atom 5 (H): 0.073

---

(4)
Molecular formula: C7H10N2OS
Method: DFT, the ωB97M-V functional and the def2-TZVPD basis

orbital gap	8.44	eV
relative energy (zero: lowest compared OMol25 entry of this formula, charge and spin)	4.369	eV

```
! RIJCOSX wB97M-V def2-TZVPD def2/J DEFGRID3
* xyz 0 1
C -4.986 -1.469 0.372
C -2.324 0.699 0.087
C -1.054 1.113 0.774
C 0.195 1.384 -0.079
C 0.505 0.155 -0.925
C 0.758 -1.127 -0.254
C 1.708 -1.116 0.954
N -4.159 -0.634 0.375
N -3.131 -0.129 0.782
O -2.596 1.065 -1.054
S -0.021 -2.561 -0.585
H -5.847 -2.061 0.125
H -1.211 2.027 1.466
H -0.649 0.369 1.438
H -0.004 2.170 -0.899
H 1.000 1.678 0.484
H -0.327 -0.030 -1.645
H 1.294 0.333 -1.574
H 1.110 -0.772 1.758
H 2.692 -0.613 0.702
H 1.797 -2.289 1.109
*
```

Here are the Löwdin charges for atoms 1 to 5, given in e: atom 1 (C): 0.201, atom 2 (C): -0.484, atom 3 (C): -0.119, atom 4 (C): -0.178, atom 5 (C): -0.271

---

(5)
Molecular formula: C4H7NS
Method: DFT, the ωB97M-V functional and the def2-TZVPD basis

orbital gap	10.20	eV
relative energy (zero: lowest compared OMol25 entry of this formula, charge and spin)	1.991	eV

```
! RIJCOSX wB97M-V def2-TZVPD def2/J DEFGRID3
* xyz 0 1
C 0.588 1.334 -0.350
C 0.613 -0.025 0.217
C 2.227 -0.576 0.091
N 3.163 -1.232 0.104
C -0.202 -1.030 -0.525
S -2.012 -0.993 0.140
H 1.321 1.298 -1.196
H -0.272 1.794 -0.798
H 1.113 1.920 0.344
H 0.505 -0.271 1.340
H 0.094 -2.004 -0.348
H -0.377 -0.728 -1.522
H -2.737 -0.751 -1.073
*
```

Here are the Löwdin charges for atoms 1 to 5, given in e: atom 1 (C): -0.100, atom 2 (C): -0.406, atom 3 (C): -0.152, atom 4 (N): 0.106, atom 5 (C): -0.475

---

(6)
Molecular formula: C16H15ClFeO3
Method: DFT, the ωB97M-V functional and the def2-TZVPD basis

orbital gap (spin up / spin down)	6.56 / 6.06	eV
relative energy (zero: lowest compared OMol25 entry of this formula, charge and spin)	0.079	eV
expectation value of S²	6.1795

```
! RIJCOSX wB97M-V def2-TZVPD def2/J DEFGRID3
* xyz 0 5
C -0.832 -1.509 1.129
C 0.478 -1.692 1.708
C 1.359 -0.562 1.880
Fe 2.617 -0.261 0.315
C 2.462 1.562 0.638
O 2.141 2.683 0.584
C 1.198 -0.094 -0.976
O 0.576 0.159 -1.926
C 4.444 -0.569 1.062
C 4.487 -0.052 -0.285
C 3.782 -0.977 -1.134
C 3.309 -2.063 -0.311
C 3.716 -1.809 1.036
H -1.664 -1.862 1.759
H -0.926 -0.419 1.030
H -0.950 -1.935 0.122
H 0.786 -2.691 2.036
H 0.822 0.403 1.943
H 2.071 -0.691 2.716
H 4.926 -0.134 1.930
H 5.022 0.834 -0.609
H 3.693 -0.912 -2.212
H 2.774 -2.944 -0.651
H 3.546 -2.469 1.880
Cl -5.424 3.945 -2.493
C -4.760 2.572 -1.732
C -4.437 1.433 -2.498
C -3.812 0.354 -1.908
C -3.424 0.373 -0.505
O -2.710 -0.537 -0.015
C -3.917 1.502 0.271
C -4.548 2.570 -0.338
H -4.693 1.415 -3.554
H -3.502 -0.520 -2.478
H -3.704 1.483 1.340
H -4.906 3.414 0.248
*
```

Here are the Löwdin charges for atoms 1 to 5, given in e: atom 1 (C): -0.165, atom 2 (C): -0.190, atom 3 (C): -0.187, atom 4 (Fe): 0.140, atom 5 (C): -0.080

---

no.,F_max (eV/A)
1,2.96
2,13.73
3,3.07
4,4.89
5,4.54
6,5.72